# 1
65
Properties=species:S:1:pos:R:3:forces:R:3 method="wB97M-V/def2-TZVPD" multiplicity=1 total_charge=+1 gap_ev=8.58
Y 0.429898 -0.819594 0.578210 -1.505 0.873 -0.731
C -2.759812 -4.428827 0.722184 0.280 0.565 2.634
F -2.117396 -5.500045 0.294551 0.203 0.376 -0.908
F -2.993958 -3.495844 -0.227499 0.108 -1.171 0.265
F -3.915640 -4.867558 1.252688 0.554 0.745 -0.584
S -1.677996 -3.552330 2.140815 1.266 -0.318 3.007
O -0.707510 -2.735986 1.354908 -1.142 -1.325 0.490
O -2.640407 -2.738085 2.898607 0.143 -0.327 -1.186
O -1.029685 -4.522176 3.099356 -1.358 1.579 -3.425
C 0.543762 2.794117 -0.503083 -2.924 -1.299 -2.219
O 0.877319 2.744212 -1.904199 -0.867 1.642 -0.951
O 0.210782 1.465001 -0.116223 2.158 1.653 0.489
C 1.529300 3.811820 0.257252 1.167 -0.828 0.722
F 1.376964 5.140842 0.529727 -1.322 -0.196 -1.807
F 1.415946 3.282511 1.417476 -0.623 -1.549 4.685
F 2.846883 3.718684 0.029391 0.687 -0.304 -1.828
C 0.433777 3.900379 -2.753001 0.913 -0.850 0.103
C 0.923684 3.657134 -4.157890 0.307 -0.016 -0.636
H 1.918822 4.041088 -4.382320 -0.008 -0.170 0.002
H 0.841170 2.604393 -4.428137 0.265 -0.200 0.281
H 0.192530 4.095087 -4.837391 0.299 0.460 -0.143
H 0.802070 4.837192 -2.334843 0.088 -0.060 0.076
H -0.616018 4.038556 -3.011728 -0.677 -0.664 1.688
H -0.465255 3.196828 -0.414722 0.108 1.384 -0.073
O 2.591498 0.180742 0.952986 0.425 0.144 0.386
H 3.372242 0.145094 0.400354 0.053 -0.072 -0.481
H 2.895776 0.568527 1.773522 -0.119 0.183 0.197
O 2.116899 -2.434513 1.445655 0.427 0.026 -0.236
H 2.526018 -2.240860 2.289069 -0.008 0.223 0.305
H 2.214156 -3.381260 1.343491 -0.420 -0.365 -0.069
O 0.722685 -3.049047 -0.783104 0.316 -0.344 -0.076
H 1.538852 -3.458157 -1.070746 0.274 -0.001 -0.019
H 0.052268 -3.423007 -1.354884 -0.489 0.024 0.003
C 0.484050 -0.112613 4.019809 2.517 0.643 -2.829
O 0.568162 -0.590210 2.862828 0.475 0.412 0.887
N -0.345256 -0.486236 4.913636 -3.501 -1.642 1.868
N 1.313677 0.831584 4.467600 0.940 0.712 -0.167
H -0.403230 0.021818 5.784625 -0.322 -0.365 -0.188
H -1.161076 -0.957136 4.549238 -0.149 -0.369 0.433
H 1.192258 1.070386 5.441424 0.840 0.508 -0.405
H 2.093336 1.107371 3.887806 -0.210 0.220 0.626
C 2.199788 -0.509415 -2.548526 -0.537 0.857 -0.337
O 1.686394 -0.669090 -1.470683 -0.643 -0.211 3.114
N 2.386367 0.653799 -3.113803 0.162 3.120 -0.515
N 2.573483 -1.489234 -3.298603 1.331 -3.529 -2.437
H 2.576543 0.789637 -4.096386 0.117 -0.198 0.337
H 2.050940 1.458894 -2.604483 -0.290 0.311 0.021
H 2.931044 -1.236143 -4.208656 0.195 -0.763 0.224
H 2.659533 -2.429910 -2.941094 -0.108 0.339 -0.331
C -1.660620 -0.962112 -2.183356 1.488 -0.551 -1.104
O -1.287044 -1.176568 -1.050735 0.090 -0.152 2.118
N -1.290792 0.073923 -2.902959 0.233 2.165 -0.931
N -2.229574 -1.901596 -2.944097 -0.982 -1.197 0.141
H -0.839943 0.866752 -2.469052 0.126 0.057 0.015
H -1.594845 0.078494 -3.866096 0.304 0.664 0.303
H -2.620698 -2.657996 -2.400981 -0.355 -0.113 -0.643
H -2.548018 -1.614937 -3.858715 -0.435 -0.721 0.342
C -2.473059 0.496757 2.154410 1.188 1.558 -1.194
O -1.631774 -0.099827 1.552530 2.666 -2.322 -2.274
N -3.238168 -0.004590 3.036965 -2.353 -1.664 2.888
N -2.652121 1.783107 1.991336 -0.442 2.525 -0.398
H -3.137207 -1.004205 3.140347 -0.662 -0.518 0.561
H -3.739271 0.692701 3.568740 -0.407 -1.330 0.471
H -1.934637 2.277843 1.480877 -0.422 0.381 0.208
H -3.377869 2.123831 2.605584 0.564 1.352 -0.765

# 2
45
Properties=species:S:1:pos:R:3:forces:R:3 method="wB97M-V/def2-TZVPD" multiplicity=3 total_charge=+1 de_lowest_kj_mol=0.00 gap_ev="6.65 / 8.49"
Pt -0.071902 0.042019 0.359575 -0.081 -0.095 -0.074
N 2.211915 -0.062541 0.553073 0.172 -0.005 0.031
C 3.039118 0.998236 1.172692 -0.033 0.063 -0.038
C 3.253988 2.191883 0.247971 0.011 0.019 0.078
C 2.196818 3.296384 0.259592 -0.012 -0.005 -0.038
C 0.863923 3.036967 -0.431410 0.012 0.080 0.015
N -0.107943 2.279193 0.399062 -0.050 -0.002 -0.065
H 2.343675 -0.926801 1.072112 -0.092 0.033 0.005
H 2.578879 -0.245522 -0.378050 -0.053 -0.016 0.004
H 4.010851 0.580420 1.446380 0.003 0.000 -0.021
H 2.554028 1.313541 2.097239 0.008 -0.032 -0.028
H 3.419042 1.843069 -0.777606 -0.023 -0.020 -0.002
H 4.195733 2.655131 0.548319 -0.003 0.000 -0.001
H 2.632791 4.163949 -0.239809 0.011 -0.014 -0.010
H 2.015510 3.622726 1.289528 -0.021 -0.013 0.015
H 1.010729 2.488009 -1.362931 0.010 -0.005 0.009
H 0.425561 4.003847 -0.690072 -0.004 -0.004 0.004
H -1.039291 2.492826 0.057918 -0.008 0.012 0.048
H -0.085769 2.619786 1.356742 0.055 -0.036 0.027
N -2.532719 -0.415546 -0.375598 0.021 0.038 0.005
N -2.702475 -1.797081 -0.412057 -0.020 -0.061 -0.060
C -1.667177 -2.657294 -0.484911 -0.068 0.061 -0.029
N -1.994118 -3.946604 -0.621927 -0.023 -0.036 0.027
S -0.045854 -2.216179 -0.433034 0.095 -0.017 -0.016
H -2.997881 -0.040687 0.443058 0.012 0.005 -0.007
H -2.890099 0.007465 -1.225213 -0.003 -0.022 -0.002
H -3.644099 -2.157953 -0.462397 0.008 -0.002 0.022
H -2.943655 -4.261234 -0.729195 -0.005 -0.003 0.001
H -1.259591 -4.632646 -0.625909 0.001 0.001 -0.010
C -1.034678 -0.331481 5.515211 -0.024 -0.062 -0.080
Ge -0.016005 0.096587 3.894193 -0.025 0.039 0.026
C 0.384910 2.025205 3.988924 0.002 -0.042 -0.043
C 1.601005 -1.017103 3.896841 0.030 0.001 0.014
C -1.059895 -0.272987 2.287070 0.037 0.093 0.233
H -0.456641 -0.113189 6.413373 0.033 0.014 -0.015
H -1.297383 -1.389882 5.529283 -0.003 -0.001 0.011
H -1.958529 0.246397 5.555897 0.005 0.011 -0.010
H 0.813059 2.294610 4.954466 0.012 -0.054 0.017
H -0.545567 2.589130 3.883011 0.012 0.000 -0.020
H 1.085731 2.358919 3.222355 -0.007 0.013 -0.015
H 2.092978 -0.986469 4.869300 -0.014 0.012 0.007
H 2.339526 -0.726208 3.149543 -0.037 0.035 0.069
H 1.312345 -2.051653 3.702548 0.001 -0.010 0.002
H -1.966018 0.348254 2.329860 0.042 0.043 -0.049
H -1.382823 -1.318495 2.307785 0.018 -0.016 -0.034

# 3
43
Properties=species:S:1:pos:R:3:forces:R:3 method="wB97M-V/def2-TZVPD" multiplicity=1 total_charge=+2 de_lowest_kj_mol=0.00 gap_ev=9.86
C 2.697031 4.048223 -3.417655 -1.444 -1.819 -0.136
C -2.626815 3.856818 -3.317638 1.711 -1.439 1.295
C -3.439095 -9.278837 0.557287 1.241 -0.374 -1.989
C -1.937235 -7.785727 4.965817 -1.155 2.276 1.289
C 3.447140 3.687783 1.483668 -0.073 -0.244 -1.386
C 2.864570 6.230844 1.040722 -0.455 -0.565 -0.304
C 1.866241 3.200805 -2.377356 3.638 0.543 -0.940
C -1.157592 3.543027 -2.824889 1.469 -1.627 -2.463
C -2.525709 -8.610243 2.715488 -0.660 2.684 -3.892
N -2.812417 -9.567716 1.840933 -0.159 0.159 2.565
N -2.173087 -8.703801 3.911697 -0.775 -6.041 2.428
N 1.592115 4.119700 -1.350995 -5.138 0.775 1.092
N -0.624179 4.497815 -1.843516 -4.029 0.801 -0.052
N 3.162480 4.825361 0.465316 0.295 -0.479 1.698
N 0.398123 4.664472 -1.126331 4.415 -0.851 0.570
H 3.669088 4.351170 -3.157232 1.165 0.311 0.741
H 2.760704 3.387700 -4.255237 0.444 -0.227 -0.926
H 2.117835 4.894484 -3.734014 -0.332 0.509 -0.010
H -2.831039 4.651903 -3.946938 0.607 1.875 -1.407
H -2.929924 2.987863 -3.851618 -0.162 -0.842 -0.491
H -3.368262 3.970103 -2.561950 -0.222 -0.105 1.302
H -2.731165 -8.569474 0.001893 -1.421 -0.484 0.921
H -3.266672 -10.205376 -0.047609 -0.771 0.700 0.489
H -4.520289 -8.965117 0.581765 1.292 -0.319 0.109
H -1.870912 -6.764899 4.530186 0.352 -0.680 0.291
H -2.765905 -7.693516 5.750038 0.789 -0.620 -1.336
H -1.053520 -8.072973 5.501896 0.567 0.100 0.047
H 2.468731 3.266211 1.764662 0.313 0.271 -0.098
H 4.029407 2.824565 0.976925 -0.779 1.694 0.764
H 3.942014 4.018021 2.404930 0.104 0.087 -0.478
H 2.243137 6.207452 2.019395 0.954 -0.129 -1.944
H 3.885993 6.598182 1.250591 -0.838 0.455 0.148
H 2.358794 6.845422 0.190972 0.841 -1.050 1.749
H 1.103005 2.799575 -2.970986 -1.331 -0.627 0.041
H 2.483211 2.377918 -1.924246 -0.508 0.624 -0.608
H -1.133202 2.554373 -2.308358 -0.317 0.508 -0.471
H -0.392834 3.389419 -3.744950 -2.135 0.741 1.913
H -2.564229 -7.600419 2.360017 -0.062 0.542 -0.653
H -2.915586 -10.453801 2.346253 -0.191 -0.171 -1.202
H -2.323748 -9.756039 4.125816 0.937 2.169 0.954
H 2.421278 4.323433 -0.497791 -0.973 1.068 0.539
H -1.509184 4.897196 -1.407766 2.044 0.058 -0.299
H 3.961706 5.008100 -0.119193 0.755 -0.256 0.140

# 4
45
Properties=species:S:1:pos:R:3:forces:R:3 method="wB97M-V/def2-TZVPD" multiplicity=1 total_charge=-1 gap_ev=5.76
Ag 12.239320 33.242440 0.532380 0.992 -0.201 0.171
B 13.162190 31.496620 -1.216380 -0.525 0.102 -0.113
H 13.932930 30.993650 -1.779600 3.114 -2.271 -1.493
H 13.417900 32.540190 -1.315540 1.017 4.673 -0.424
H 12.232350 31.347930 -1.743180 -3.925 -0.675 -2.216
H 12.987200 31.270270 -0.176000 -0.314 -1.514 4.437
C 13.704460 35.668950 1.260570 1.910 -3.095 0.144
O 14.274960 34.335280 1.572580 -2.409 1.525 -0.227
H 13.731920 36.313170 2.139390 0.306 0.582 -0.025
H 14.321940 35.934050 0.402350 0.107 1.276 0.003
H 12.682100 35.703080 0.884120 -0.706 -0.175 0.037
C 11.686430 31.763230 3.565410 -0.155 -0.150 0.544
C 10.368210 32.525220 3.233970 1.869 1.136 1.465
C 9.668880 33.108810 4.493050 0.050 -3.692 0.350
O 8.328080 33.436510 4.221570 0.912 0.323 -0.855
C 7.799510 34.329920 5.127830 -0.630 0.982 0.021
N 10.782550 33.729440 2.507120 -0.726 -0.187 -1.241
H 12.527070 32.384790 3.873780 -0.290 0.703 -0.049
H 12.121010 31.226940 2.721820 -0.482 -0.056 -0.247
H 11.577850 31.069830 4.399370 -0.342 -0.307 -0.073
H 9.705070 31.868750 2.670600 -0.129 0.344 -0.085
H 10.278550 33.830380 5.036880 -0.153 0.686 -0.469
H 9.627650 32.257050 5.171940 -0.035 -0.241 0.654
H 7.536240 33.884190 6.087060 -0.186 -0.240 0.108
H 6.935170 34.763860 4.625140 -0.299 -0.046 0.396
H 8.471000 35.161860 5.340120 0.292 0.122 -0.002
H 11.217590 34.326730 3.195660 0.688 0.074 -0.133
H 9.902420 34.195210 2.338230 -0.164 0.467 -0.674
C 9.659150 34.175240 -3.186600 0.605 0.051 -1.609
C 10.537480 34.436610 -2.013360 2.878 -0.558 -3.151
C 10.810390 35.923600 -1.736140 -0.601 -0.057 -0.562
O 11.428880 36.740030 -2.777240 1.032 -1.461 1.806
C 12.897780 36.525090 -2.750340 -1.478 -0.926 -0.422
N 9.979500 33.800160 -0.911830 -0.341 0.929 2.856
H 8.657680 34.595920 -3.096130 -0.129 -0.053 -0.003
H 9.666050 33.094260 -3.326400 -0.560 -0.106 0.067
H 10.157180 34.529670 -4.089060 -0.293 0.417 -0.239
H 11.460260 33.904430 -2.244360 0.520 0.195 -0.080
H 11.318850 35.976590 -0.773450 0.221 0.370 -0.006
H 9.782720 36.273170 -1.637060 -0.078 0.873 0.231
H 13.468170 36.994490 -1.948820 -0.436 0.944 -0.134
H 13.179680 36.753080 -3.778270 0.504 0.206 0.364
H 13.101760 35.476600 -2.533160 -0.103 -0.301 -0.433
H 9.570390 32.897440 -1.106340 -0.112 0.165 -0.176
H 9.299790 34.532420 -0.763870 -1.417 -0.831 1.488

# 5
46
Properties=species:S:1:pos:R:3:forces:R:3 method="wB97M-V/def2-TZVPD" multiplicity=8 total_charge=+2 gap_ev="6.33 / 2.97"
Ti -0.483980 1.672537 -2.092700 0.302 0.632 -0.474
Ti -0.023735 2.513828 1.359786 0.716 -0.235 -0.668
O -0.374287 0.720047 -0.043125 -0.621 -0.408 -0.027
H -0.064509 -0.083995 -0.503672 0.136 0.164 0.110
C 2.231251 0.154574 2.297327 0.231 -0.114 -0.067
O 1.914935 0.965403 1.174424 0.150 1.408 -0.133
H 2.612055 -0.818617 1.987501 -0.204 -0.088 -0.078
H 3.046960 0.632011 2.840262 -0.417 0.099 0.237
H 1.291799 0.072572 2.843966 0.392 -0.373 0.820
H 1.134817 0.610800 0.741693 0.112 -0.568 -0.530
C -2.263625 -0.770748 4.126565 0.053 -0.351 -0.041
C -1.744157 -0.025196 2.910619 -0.556 -3.272 1.492
O -1.095847 -0.910255 1.997385 -1.442 0.435 2.724
H -1.515793 -1.431851 4.564507 0.272 0.212 0.087
H -3.084487 -1.448203 3.891322 -0.148 0.044 -0.409
H -2.659765 -0.103520 4.892056 0.273 0.225 -0.131
H -1.078396 0.779572 3.222394 0.630 0.588 -0.388
H -2.592835 0.473550 2.442555 -0.206 0.598 -1.046
H -0.891389 -0.387588 1.218529 0.706 1.409 -2.163
C -4.201572 0.089699 -1.981793 -1.101 -0.343 -0.479
C -4.187100 0.581528 -0.573399 0.411 -0.183 0.591
O -3.033945 1.428208 -0.365287 0.050 0.543 0.213
H -5.075267 -0.543060 -2.137898 -0.273 0.116 -0.010
H -3.396476 -0.581077 -2.281790 0.489 0.316 0.231
H -4.308449 0.943664 -2.650693 0.218 -0.128 -0.174
H -4.169451 -0.221931 0.162965 0.223 -0.391 -0.028
H -5.079100 1.133898 -0.277899 0.157 0.376 -0.473
H -2.246054 0.884474 -0.293275 -0.009 -0.364 0.170
C 3.347069 1.388755 -2.347657 1.043 -1.007 0.562
C 2.337677 2.436197 -2.065786 1.153 0.744 -0.777
O 1.521613 2.543327 -3.232133 -2.093 -0.298 0.609
H 2.974563 0.474524 -2.809741 -0.636 0.085 0.097
H 3.776043 1.072895 -1.396695 0.545 0.037 -0.114
H 4.110375 1.712660 -3.055144 0.147 0.271 0.307
H 2.788802 3.418684 -1.926905 0.243 -0.052 0.314
H 1.792086 2.248865 -1.140948 -0.613 -0.215 -0.126
H 1.942909 3.157000 -3.838370 -0.244 0.079 -0.274
C 1.411080 -3.378470 -1.282925 -1.884 1.152 -1.352
C 1.961965 -2.051862 -0.748300 0.614 -2.102 0.294
O 3.286689 -2.416163 -0.360388 0.014 1.596 0.453
H 1.182861 -4.136776 -0.533939 0.685 0.113 0.186
H 1.958547 -3.760169 -2.144714 0.486 -0.068 0.496
H 0.432325 -3.192239 -1.725027 -0.483 0.077 -0.097
H 1.351903 -1.723084 0.093023 -0.159 -0.054 0.722
H 1.973092 -1.164681 -1.381456 0.376 -0.442 -0.695
H 3.188802 -2.959789 0.424784 0.263 -0.263 0.036